1.
{"formula": "C3H6N2O2", "method": "the ωB97M-V functional and the def2-TZVPD basis", "elements": ["O", "O", "N", "N", "C", "C", "C", "H", "H", "H", "H", "H", "H"], "coordinates": [[-1.070, 0.059, -0.308], [1.043, 0.516, 0.916], [-0.095, -2.425, -0.293], [0.762, -1.694, 0.096], [0.430, -0.317, 0.039], [1.518, 0.555, -0.436], [-1.619, 1.134, 0.421], [-0.799, 1.880, 0.438], [2.471, 0.061, -0.606], [0.310, -3.344, -0.162], [-2.219, 1.563, -0.327], [1.295, 1.447, -1.018], [-2.026, 0.566, 1.241]], "forces_ev_per_a": [[4.368, -2.693, -0.730], [0.507, 0.079, 0.763], [-2.118, -1.989, -0.783], [1.690, 2.099, 1.464], [-3.321, 2.321, -1.779], [-0.326, -0.360, -0.397], [2.574, -0.620, -1.128], [-0.622, -0.082, 1.657], [0.040, 0.278, 0.128], [-0.114, -0.955, -0.295], [-1.973, 0.502, -0.246], [-0.100, -0.135, 0.232], [-0.606, 1.555, 1.114]], "nbo_charge": [-0.56, -0.45, -0.26, -0.16, 0.54, -0.13, -0.27, 0.18, 0.20, 0.31, 0.19, 0.20, 0.20], "homo_ev": -9.499, "e_above_lowest_kcal_mol": 136.9, "fmax_ev_per_a": 5.18, "orbital_gap_ev": 10.34, "smiles": "[H]/N=N/[C@]1(OC)CO1"}

---

2.
{"formula": "C3H6N2O2", "method": "the ωB97M-V functional and the def2-TZVPD basis", "elements": ["O", "O", "N", "N", "C", "C", "C", "H", "H", "H", "H", "H", "H"], "coordinates": [[-0.166, 0.939, -0.635], [0.412, -0.313, 1.564], [2.032, 0.781, -1.171], [-2.051, -0.134, -0.184], [-0.725, -0.135, -0.105], [1.186, 1.165, -0.332], [0.037, -1.187, 0.598], [0.825, -1.665, -0.018], [-2.565, -0.949, 0.122], [-2.561, 0.698, -0.453], [-0.683, -1.989, 0.892], [1.298, 1.726, 0.592], [2.962, 1.063, -0.871]], "forces_ev_per_a": [[-0.183, -0.181, 0.003], [-0.114, 0.089, 0.243], [-0.218, 0.178, 0.359], [0.160, -0.034, 0.144], [-0.371, 0.012, -0.158], [0.376, -0.121, -0.190], [-0.251, -0.237, -0.419], [-0.041, 0.160, 0.115], [0.179, 0.253, -0.063], [0.173, -0.144, 0.110], [0.274, 0.127, 0.024], [0.011, -0.095, -0.150], [0.006, -0.007, -0.018]], "nbo_charge": [-0.49, -0.79, -0.64, -0.75, 0.71, 0.41, -0.12, 0.16, 0.42, 0.41, 0.14, 0.20, 0.35], "homo_ev": -8.406, "e_above_lowest_kcal_mol": 88.6, "fmax_ev_per_a": 0.54, "orbital_gap_ev": 9.07}

---

3.
{"formula": "C3H6N2O2", "method": "the ωB97M-V functional and the def2-TZVPD basis", "elements": ["O", "O", "N", "N", "C", "C", "C", "H", "H", "H", "H", "H", "H"], "coordinates": [[-1.160, -0.894, -0.196], [2.018, 0.269, 2.930], [1.176, 0.053, -1.380], [0.779, -0.022, 1.027], [1.963, 0.205, 1.732], [0.867, -0.106, -0.222], [-1.949, 0.136, -0.759], [2.835, 0.350, 1.066], [-3.001, -0.133, -0.655], [0.887, -0.504, -2.165], [-0.953, -0.684, 0.736], [-1.695, 0.212, -1.823], [-1.767, 1.116, -0.293]], "forces_ev_per_a": [[-0.382, -0.261, 0.302], [-0.002, -0.037, -0.508], [-0.295, 0.078, 0.583], [0.343, 0.135, -0.378], [0.306, 0.059, 0.453], [0.710, 0.419, -0.218], [-0.290, 0.087, -0.127], [0.114, -0.022, 0.266], [-0.063, 0.222, -0.112], [0.117, -0.185, 0.009], [-0.448, -0.211, -0.427], [-0.110, -0.033, 0.197], [0.000, -0.251, -0.039]], "nbo_charge": [-0.72, -0.52, -0.70, -0.68, 0.54, 0.77, -0.26, 0.10, 0.18, 0.42, 0.51, 0.18, 0.18], "homo_ev": -10.278, "e_above_lowest_kcal_mol": 74.2, "fmax_ev_per_a": 0.85, "orbital_gap_ev": 10.98, "smiles": "N=C=NC=O.CO"}